Density functional theory data (the ωB97M-V functional and the def2-TZVPD basis) for a structure of composition C20H10ClCoF6N5OP.

Properties
- Spin multiplicity: 3
- Relative energy (zero: lowest compared OMol25 entry of this formula, charge and spin): 0.419 eV
- HOMO energy (spin up / spin down): -8.4 / -8.4 eV
- Orbital gap (spin up / spin down): 6.9 / 4.9 eV
- Total energy: -106148.36480 eV

Geometry as XYZ:
```
45
C20H10ClCoF6N5OP (the ωB97M-V functional and the def2-TZVPD basis)
Co -1.207 -0.670 -0.609
Cl 3.423 -5.046 2.678
C 2.704 -3.853 1.694
C 3.180 -3.654 0.386
C 2.604 -2.705 -0.401
C 1.473 -1.927 0.052
O 0.944 -1.098 -0.717
C 1.007 -2.168 1.421
C -0.025 -1.340 2.014
N -0.892 -0.703 1.333
C -1.650 0.353 1.905
C -2.180 0.418 3.160
C -2.835 1.602 3.571
C -2.921 2.687 2.745
C -2.387 2.634 1.433
C -2.412 3.699 0.500
C -1.878 3.521 -0.742
C -1.361 2.261 -1.099
N -1.320 1.261 -0.256
C -1.792 1.442 1.013
C 1.648 -3.090 2.209
H 3.986 -4.272 0.016
H 2.933 -2.535 -1.417
H 0.019 -1.196 3.095
H -2.121 -0.430 3.831
H -3.266 1.643 4.561
H -3.409 3.594 3.078
H -2.859 4.644 0.782
H -1.886 4.312 -1.477
H -1.018 2.063 -2.105
H 1.318 -3.271 3.224
F -2.327 -0.396 -2.333
P -3.998 -0.359 -1.876
F -3.815 1.223 -1.610
F -5.489 -0.316 -1.355
F -4.036 -1.927 -2.104
F -4.366 -0.071 -3.389
F -3.421 -0.615 -0.337
N -1.390 -2.610 -0.816
C -0.883 -3.613 -0.528
C -0.250 -4.783 -0.153
C -0.360 -5.198 1.194
N -0.388 -5.512 2.305
C 0.686 -5.406 -1.015
N 1.472 -5.921 -1.683
```

***

Density functional theory data (the ωB97M-V functional and the def2-TZVPD basis) for a cluster of 2 separate species, C20H11Cl4O5S in total.

Properties
- Net charge: -1
- HOMO energy: -4.1 eV
- Orbital gap: 4.4 eV
- Total energy: -92080.03026 eV

Geometry as XYZ:
```
41
C20H11Cl4O5S (the ωB97M-V functional and the def2-TZVPD basis)
Cl 2.628 -6.238 -2.721
C 2.475 -4.617 -2.202
C 2.428 -3.580 -3.123
Cl 2.572 -3.864 -4.794
C 2.391 -2.175 -2.722
O 2.508 -1.252 -3.518
C 2.195 -1.878 -1.211
O 2.085 -0.725 -0.796
C 2.249 -3.048 -0.333
Cl 2.155 -2.687 1.326
C 2.404 -4.346 -0.789
Cl 2.554 -5.640 0.320
C 1.882 5.411 0.589
C 1.859 4.370 1.525
C 0.911 3.354 1.420
C 0.014 3.359 0.351
S -1.193 2.015 0.276
C -0.417 0.694 -0.522
C -0.874 -0.674 -0.499
O -0.380 -1.541 -1.247
C -1.959 -1.013 0.490
C -3.219 -0.413 0.444
C -4.186 -0.744 1.397
C -3.919 -1.718 2.363
C -2.684 -2.380 2.346
C -1.723 -2.060 1.381
O -1.410 1.688 1.672
O -2.268 2.564 -0.533
C -0.035 4.439 -0.538
C 0.920 5.453 -0.427
H 2.644 6.194 0.660
H 2.571 4.339 2.347
H 0.850 2.563 2.165
H 0.368 1.011 -1.200
H -3.456 0.284 -0.363
H -5.139 -0.220 1.374
H -4.672 -1.960 3.116
H -2.453 -3.140 3.090
H -0.767 -2.592 1.317
H -0.814 4.485 -1.297
H 0.905 6.281 -1.135
```

***

Q: Which formula does entry 2 have?
A: C20H11Cl4O5S

***

Q: The lowest total energy belongs to which entry?
A: C20H10ClCoF6N5OP

***

Q: Look up the total energy of the first one.
A: -106148.36480 eV

***

Q: Which formula does entry 1 have?
A: C20H10ClCoF6N5OP